Entry 1:
84
Properties=species:S:1:pos:R:3:forces:R:3 method="wB97M-V/def2-TZVPD" e_lumo_ev="-0.092 / -0.105" spin_multiplicity=2
W 0.009 -0.716 1.730 0.3 0.0 0.2
Cl 3.165 -1.668 2.446 0.0 0.0 0.0
Cl 1.860 3.765 5.158 0.0 0.0 0.0
Cl 5.410 -0.019 3.742 0.0 0.0 0.0
Cl -0.400 2.175 3.810 0.0 0.0 0.0
Cl 4.786 2.709 5.105 0.0 0.0 0.0
S 0.114 -2.822 0.658 0.0 0.0 0.0
S 0.956 4.321 -3.102 0.0 0.0 0.0
S -0.895 -0.372 -2.100 0.0 0.0 0.0
P -2.387 -0.735 2.269 -0.1 0.0 0.0
P -0.105 -1.998 3.851 -0.1 0.0 0.0
O 1.531 -0.357 0.308 0.0 0.0 0.0
O 2.300 4.035 -3.522 0.0 0.0 0.0
O -0.769 1.011 0.926 -0.1 0.1 0.0
O -1.274 2.983 0.083 0.0 0.0 0.0
O 0.370 5.612 -3.304 0.0 0.0 0.0
N -0.395 -1.594 -4.390 0.0 0.0 0.0
N 1.899 -1.290 -0.567 0.0 0.0 0.0
N -1.314 -2.898 -2.745 0.0 0.0 0.0
N 0.865 4.008 -1.514 0.0 0.0 0.0
C 3.261 -1.821 -2.414 0.0 0.0 0.0
C -0.098 3.143 -3.912 0.0 0.0 0.0
C 1.471 2.779 -0.997 0.0 0.0 0.0
C 1.455 0.377 2.998 -0.1 -0.1 -0.1
C 3.531 1.821 4.333 0.0 0.0 0.0
C -1.808 1.410 -5.258 0.0 0.0 0.0
C 0.384 2.396 -4.970 0.0 0.0 0.0
C -1.426 3.035 -3.513 0.0 0.0 0.0
C -3.333 -1.202 0.784 0.0 0.0 0.0
C 2.774 -0.082 3.077 0.0 0.0 0.0
C 2.731 -3.113 -2.410 0.0 0.0 0.0
C 0.196 -3.801 3.794 0.0 0.0 0.0
C 1.344 -2.512 -0.536 0.0 0.0 0.0
C 0.913 -1.549 5.299 0.0 0.0 0.0
C 2.828 -0.928 -1.475 0.0 0.0 0.0
C -1.780 -1.917 4.614 0.0 0.0 0.0
C -2.267 2.169 -4.181 0.0 0.0 0.0
C 3.805 0.608 3.710 0.0 0.0 0.0
C -0.876 -1.680 -3.134 0.1 -0.1 0.1
C -2.845 -1.983 3.526 0.0 0.0 0.0
C 2.222 2.293 4.343 0.0 0.0 0.0
C 1.783 -3.450 -1.475 0.0 0.0 0.0
C -0.480 1.540 -5.645 0.0 0.0 0.0
C -2.738 0.456 -5.956 0.0 0.0 0.0
C 1.225 1.567 3.695 0.0 0.0 0.0
C -0.433 2.197 0.493 0.0 0.0 0.0
C -3.256 0.774 2.795 0.0 0.0 0.0
C 1.034 2.584 0.455 0.0 0.0 0.0
H -3.850 -1.806 3.916 0.0 0.0 0.0
H -2.980 1.029 3.818 0.0 0.0 0.0
H 1.174 1.902 -1.588 0.0 0.0 0.0
H -2.840 -2.961 3.038 0.0 0.0 0.0
H 0.772 -0.496 5.541 0.0 0.0 0.0
H -3.066 -0.326 -5.267 0.0 0.0 0.0
H -1.437 -3.662 -3.386 0.0 0.0 0.0
H 1.419 2.500 -5.266 0.0 0.0 0.0
H -1.836 -0.961 5.144 0.0 0.0 0.0
H -3.296 2.067 -3.857 0.0 0.0 0.0
H -2.957 1.589 2.135 0.0 0.0 0.0
H 1.969 -1.720 5.091 0.0 0.0 0.0
H -3.090 -0.498 -0.013 0.0 0.0 0.0
H 0.617 -2.160 6.154 0.0 0.0 0.0
H 1.192 -3.986 3.394 0.0 0.0 0.0
H -0.132 -0.681 -4.722 0.0 0.0 0.0
H 1.346 -4.438 -1.438 0.0 0.0 0.0
H 2.554 2.883 -1.055 0.0 0.0 0.0
H -4.336 0.630 2.736 0.0 0.0 0.0
H -4.407 -1.189 0.977 0.0 0.0 0.0
H -2.254 -0.019 -6.809 0.0 0.0 0.0
H 0.119 -4.234 4.792 0.0 0.0 0.0
H 3.065 -3.843 -3.136 0.0 0.0 0.0
H 1.154 3.525 0.998 0.0 0.0 0.0
H -1.886 -2.713 5.355 0.0 0.0 0.0
H -1.650 -2.986 -1.801 0.0 0.0 0.0
H 3.163 0.094 -1.382 0.0 0.0 0.0
H -1.796 3.613 -2.675 0.0 0.0 0.0
H -0.115 0.977 -6.498 0.0 0.0 0.0
H -0.382 -2.377 -5.020 0.0 0.0 0.0
H 4.003 -1.511 -3.134 0.0 0.0 0.0
H 1.658 1.827 0.916 0.0 0.0 0.0
H -3.026 -2.199 0.465 0.0 0.0 0.0
H -0.525 -4.281 3.131 0.0 0.0 0.0
H -0.058 4.182 -1.122 0.0 0.0 0.0
H -3.630 0.970 -6.316 0.0 0.0 0.0

---

Entry 2:
15
Properties=species:S:1:pos:R:3:forces:R:3 method="wB97M-V/def2-TZVPD" e_lumo_ev=3.868 charge=-1
S 2.479 -0.107 -0.522 -3.1 1.6 -1.9
O 3.657 0.641 -0.167 2.3 0.8 0.7
O 1.992 -1.213 0.935 -1.1 0.8 2.1
N -0.057 -0.032 0.322 -1.1 -0.8 0.1
C 1.291 0.047 0.790 1.1 -2.3 -1.8
C -1.929 -0.750 -0.682 3.2 -0.7 0.4
C -2.191 0.466 -0.093 -0.4 1.0 1.0
C -0.573 -1.043 -0.429 0.0 -1.1 -0.6
C -1.026 0.896 0.577 -0.8 0.0 -0.2
H -3.207 0.852 -0.182 0.5 0.6 0.6
H 0.078 -1.923 -0.715 -1.0 1.4 0.5
H -0.820 1.684 1.313 -0.3 -0.3 -0.7
H 1.280 0.866 1.490 0.9 0.1 0.6
H -2.580 -1.400 -1.168 -1.0 -0.7 -0.9
H 1.605 1.016 -1.468 0.9 -0.5 0.2

---

Entry 3:
52
Properties=species:S:1:pos:R:3:forces:R:3 method="wB97M-V/def2-TZVPD" e_lumo_ev=0.032
F 4.508 -2.688 -2.471 -3.1 -1.3 0.1
F 4.131 -4.498 -1.439 -2.0 -0.3 0.5
F 3.852 -4.534 -3.646 -1.0 1.4 2.9
O 1.381 -3.783 -3.345 -4.2 -1.5 -5.0
C -0.153 -2.340 1.346 7.6 -0.3 9.9
C -0.552 3.308 1.327 -3.4 -2.1 4.1
C 2.030 -3.371 -2.523 5.4 0.4 7.7
C -1.504 1.303 -4.502 -8.5 -1.4 3.4
C -0.529 2.269 0.215 -1.4 0.7 -0.5
C 0.639 -0.595 3.267 -10.8 6.0 -8.5
C -1.130 1.783 -2.105 2.4 2.5 -1.1
C -1.402 2.762 -1.108 4.3 0.6 5.8
C -0.101 0.558 4.103 2.1 -5.9 3.5
C -1.768 2.300 -3.249 12.8 -4.8 -6.2
C -0.144 2.578 2.767 5.3 2.7 -2.2
C -0.955 1.488 3.433 -1.7 2.9 -1.1
C 1.831 -2.752 -1.198 -4.2 0.2 3.0
C 3.509 -3.801 -2.365 7.6 -0.4 -6.1
C -0.078 -1.603 0.260 -5.7 1.8 -9.5
C -0.477 -1.716 2.719 -0.8 4.3 -0.3
C 0.113 -2.514 -1.076 2.9 -0.1 2.9
H 1.160 -2.645 1.587 -3.2 0.2 -0.7
H 0.278 3.409 3.515 -1.8 -1.4 -1.2
H -1.285 3.098 -3.611 1.3 3.8 -0.8
H 2.083 -3.450 -0.205 -0.3 1.3 -3.1
H 1.409 -0.963 3.629 7.2 -3.4 3.4
H 0.085 4.165 1.200 0.1 0.3 -0.2
H -0.048 1.666 -2.323 -0.6 -0.3 0.6
H -1.215 -1.175 -0.079 2.5 -0.5 1.4
H 0.742 1.011 4.606 0.0 0.8 0.2
H -1.037 1.334 0.441 0.1 -0.2 0.9
H 0.520 -0.780 0.349 1.7 2.1 -0.3
H -0.579 1.118 -4.648 6.5 -1.2 -1.1
H -2.032 1.562 -5.393 -0.1 0.7 -0.7
H -1.709 1.031 2.721 0.6 0.6 1.1
H -1.519 -1.154 2.399 2.3 -0.9 1.4
H -1.625 0.984 -1.873 -2.0 -5.6 1.5
H 0.853 0.090 2.132 0.2 -2.2 3.4
H 0.547 2.011 0.045 -0.8 0.3 -0.6
H -0.732 3.557 -1.260 -0.1 2.1 -1.0
H -0.604 -0.065 5.039 0.7 1.6 -2.2
H 2.504 -1.849 -1.058 -1.2 -0.7 -0.3
H 0.957 2.244 2.536 -1.8 -0.3 0.0
H -0.569 -3.195 1.408 -3.2 -6.1 -0.8
H -1.678 3.629 1.640 2.4 -0.2 -1.4
H -0.097 -1.841 -1.894 -0.7 -0.6 -0.5
H -0.514 -3.574 -0.907 1.9 3.1 -1.0
H -1.337 2.202 4.195 -1.3 -1.4 -0.1
H -0.673 -2.280 3.634 -0.1 -0.9 -0.8
H -2.629 2.361 -3.254 -15.0 1.6 0.7
H -2.083 0.257 -4.212 1.7 2.2 -0.6
H -2.377 3.088 -0.768 -0.2 -0.4 -0.4

---

Entry 4:
20
Properties=species:S:1:pos:R:3:forces:R:3 method="wB97M-V/def2-TZVPD" e_lumo_ev=0.589 smiles="CC(C)=C/C=C/O.O"
O -3.905 0.381 -0.016 0.9 -0.7 4.6
O 3.016 2.100 1.469 0.0 1.3 1.3
C -0.345 0.814 -1.047 0.2 -2.9 -2.1
C 1.855 0.055 1.308 -2.8 -1.8 1.7
C 2.561 1.046 0.742 -1.6 -0.4 2.6
C -0.545 -1.727 -1.137 0.9 -3.4 -0.5
C 0.808 -0.882 0.627 1.5 2.2 -1.6
C 0.041 -0.498 -0.458 1.2 -3.6 1.9
H -3.194 0.634 0.715 -1.8 -0.5 -2.6
H 0.784 -1.955 0.902 0.2 0.9 -0.1
H -1.189 -1.501 -1.909 -2.6 1.0 -1.0
H 1.711 -0.105 2.498 0.9 1.1 -2.7
H 2.779 1.233 -0.258 0.1 -0.4 -1.8
H -1.257 1.066 -0.609 -1.4 1.2 0.8
H 0.114 -2.312 -1.928 0.2 1.2 2.0
H 2.364 2.428 2.144 1.0 -1.0 -1.0
H -0.976 -2.647 -0.533 0.8 2.3 -0.7
H 0.450 1.473 -1.025 1.1 1.9 0.3
H -0.598 0.577 -2.117 0.3 0.6 0.8
H -4.473 -0.180 0.632 1.0 1.2 -2.0

---

Entry 5:
78
Properties=species:S:1:pos:R:3:forces:R:3 method="wB97M-V/def2-TZVPD" e_lumo_ev=1.890 charge=-1
Zn 0.585 0.600 2.127 -0.7 -0.9 -2.3
Cl -0.995 0.738 3.646 -0.3 -0.3 0.3
Cl 0.997 2.798 1.760 1.4 0.9 0.5
Cl 2.995 0.371 1.616 0.0 -0.4 -0.4
Si 3.003 2.276 2.716 0.3 3.4 1.6
O -0.125 1.151 -0.102 1.1 -0.7 0.7
O 2.699 -1.006 -1.338 -0.7 0.0 -0.7
O 0.028 -2.789 -0.795 -1.3 -0.3 0.6
N -2.017 -3.811 -0.798 -0.2 0.0 0.1
N 2.151 -6.781 3.438 -0.7 2.5 -0.8
N 1.441 0.497 -2.540 0.7 -0.9 -0.4
N 0.960 -1.699 2.050 -0.8 -0.5 -0.2
C -1.693 -0.378 -1.901 0.0 0.0 -0.4
C 1.822 -0.767 -2.166 0.4 0.9 0.1
C -2.027 4.063 -3.159 0.1 0.4 -0.4
C -1.120 -2.903 -0.350 1.1 0.2 -0.5
C 1.506 -4.358 2.700 -0.1 0.3 0.0
C 0.256 -2.331 2.993 0.1 -0.5 0.3
C -1.672 -4.702 -1.890 -0.1 0.1 0.0
C -2.237 0.402 -0.886 -0.3 0.5 0.3
C -3.908 -1.129 -2.502 0.0 -0.1 -0.1
C -3.583 0.272 -0.557 -0.1 -0.1 -0.4
C 0.495 -3.657 3.365 0.0 0.3 -0.2
C -1.303 4.110 -0.277 0.2 0.3 0.0
C -3.392 -3.843 -0.323 0.1 0.0 -0.1
C 0.706 0.738 -3.774 0.0 0.2 0.4
C -2.532 -1.101 -2.756 0.0 0.0 0.5
C -1.965 2.843 -2.298 -0.2 -0.2 0.6
C 2.130 1.642 -1.984 0.0 0.2 0.2
C -1.600 2.840 -1.007 -0.2 -0.8 -0.8
C 2.170 -3.733 1.644 -0.3 0.0 0.0
C 1.811 -2.429 1.312 0.5 0.2 0.2
C 4.689 2.734 1.944 0.4 -0.3 -0.2
C 1.854 -5.698 3.103 0.7 -2.3 0.7
C 2.709 1.469 4.411 -0.2 -0.4 0.0
C -1.418 1.519 -0.230 -0.3 -0.7 0.6
C 2.948 4.083 3.536 -0.5 -0.2 -0.3
C -4.427 -0.473 -1.379 0.0 -0.2 0.0
H 0.308 -0.204 -4.159 0.0 0.1 0.0
H -2.306 1.923 -2.782 0.3 0.2 0.3
H -1.560 4.023 0.786 0.2 0.0 -0.2
H -2.177 -4.394 -2.818 0.1 0.0 0.1
H -0.089 -4.095 4.166 0.1 -0.1 -0.1
H 1.359 1.203 -4.531 -0.1 -0.2 0.1
H 5.061 3.702 2.309 -0.2 -0.3 0.0
H -1.849 1.694 0.779 -0.5 0.1 -0.1
H -2.105 -1.634 -3.611 -0.2 0.1 0.3
H 4.624 2.798 0.848 0.0 -0.2 0.2
H 2.272 -1.962 0.443 -0.1 0.1 0.3
H -1.884 4.941 -0.701 0.1 -0.1 0.1
H -0.237 4.374 -0.355 -0.2 -0.1 0.1
H -0.589 -4.682 -2.036 -0.3 0.0 0.0
H 3.744 4.179 4.286 0.0 -0.1 0.0
H -4.570 -1.688 -3.172 0.2 0.2 0.2
H 2.576 1.359 -1.025 -0.2 0.1 -0.3
H -2.007 -5.715 -1.642 0.1 0.1 0.0
H 5.445 1.976 2.196 -0.1 0.0 -0.2
H -0.607 -0.365 -2.029 -0.6 0.1 0.1
H -4.092 -3.591 -1.134 0.2 0.0 0.2
H 1.408 2.452 -1.831 0.1 -0.2 0.1
H 2.912 1.986 -2.680 0.0 -0.1 0.1
H 3.687 1.134 4.784 -0.1 -0.1 0.0
H -3.514 -3.116 0.488 0.0 -0.2 -0.2
H -2.893 4.708 -2.940 0.2 -0.1 0.0
H -2.114 3.762 -4.211 0.0 0.2 0.1
H 3.113 4.847 2.767 -0.1 0.1 0.1
H 2.945 -4.238 1.070 -0.3 0.1 0.1
H -1.119 4.677 -3.059 -0.3 -0.1 0.0
H 2.304 2.203 5.121 0.2 -0.2 -0.3
H 2.019 0.612 4.408 0.3 0.0 0.0
H -5.494 -0.532 -1.153 0.3 0.0 -0.1
H -0.528 -1.747 3.479 0.3 -0.1 0.0
H -1.512 -2.253 0.462 0.1 -0.2 -0.2
H 1.257 -1.566 -2.689 0.1 0.2 0.2
H -3.950 0.810 0.322 -0.1 -0.1 -0.3
H 1.985 4.279 4.027 0.2 0.1 0.0
H -3.637 -4.851 0.044 0.1 0.2 0.0
H -0.127 1.431 -3.577 0.2 -0.3 0.0

---

Entry 6:
29
Properties=species:S:1:pos:R:3:forces:R:3 method="wB97M-V/def2-TZVPD" e_lumo_ev=-0.279 smiles="CCCN[C@@H](C#N)[C@@H](C#N)CP(=O)(O)O"
P 1.643 -0.576 2.615 6.5 -1.0 0.7
O 1.386 -0.155 4.321 -2.3 -0.1 -4.2
O 3.094 -1.253 2.520 -5.9 2.4 0.3
O 1.698 0.924 1.733 -0.4 -2.7 0.5
N -0.735 -0.668 -1.804 1.4 0.0 1.7
N -3.419 -2.172 1.418 10.9 5.7 -2.6
N 2.358 -2.787 -0.892 -11.0 6.2 0.1
C 1.205 -2.150 -0.879 7.3 -5.0 0.6
C -0.969 1.826 -2.259 0.4 -0.3 0.0
C -0.375 -1.633 -0.696 -0.4 -0.8 -1.0
C -0.706 -1.093 0.823 -1.3 -0.2 0.8
C -0.335 3.329 -2.086 0.4 0.1 0.2
C 0.067 0.613 -1.757 -0.4 1.8 -1.3
C -2.272 -1.586 1.143 -7.4 -4.7 1.8
C 0.231 -1.742 2.003 -1.7 -0.2 1.1
H 0.403 0.099 4.399 2.0 -0.4 0.1
H -0.483 -1.884 2.949 1.6 0.3 -2.0
H 0.627 -2.837 1.761 -0.5 2.7 0.3
H -1.070 -2.590 -0.856 1.9 1.9 0.4
H 2.269 0.796 0.914 -0.7 -0.1 1.6
H 0.549 0.864 -0.721 -1.2 -0.5 -1.7
H 0.960 0.637 -2.547 -1.9 -0.5 1.7
H -1.763 -0.506 -1.886 1.3 -0.2 0.4
H 0.832 3.219 -1.876 -2.5 0.4 -0.7
H -0.771 3.897 -1.151 0.8 -1.2 -1.9
H -1.199 1.620 -3.402 0.4 0.4 2.4
H -0.737 0.093 0.907 0.2 -2.7 -0.4
H -1.960 1.708 -1.647 1.8 0.3 -1.2
H -0.527 4.009 -3.048 0.5 -1.6 2.2

---

Values of max |F|, in order: 0.395; 3.999; 15.135; 4.736; 3.739; 12.622, all in eV/Å.
Values of energy relative to the best compared isomer or geometry (same formula, charge and spin), in order: 0.0; 422.6; 1426.0; 417.6; 259.9; 149.0, all in kJ/mol.